Entry 1:
{
  "formula": "C9H14",
  "method": "the ωB97M-V functional and the def2-TZVPD basis",
  "symbols": ["C", "C", "C", "C", "C", "C", "C", "C", "C", "H", "H", "H", "H", "H", "H", "H", "H", "H", "H", "H", "H", "H", "H"],
  "coordinates": [[-3.381185, 0.415750, 0.001069], [-2.336741, -0.618247, -0.132089], [-0.939699, -0.005321, 0.142212], [0.168513, -0.959217, -0.256126], [0.635052, -1.886153, 0.771356], [1.607654, -1.003904, 0.975037], [1.987020, 0.040535, 0.106841], [2.723439, -0.184682, -1.190748], [1.936431, 1.402302, 0.704812], [-4.067275, 0.489174, 0.909053], [-4.059380, 0.411464, -0.854460], [-2.834914, 1.371983, -0.042646], [-2.169483, -0.927502, -1.144020], [-2.526128, -1.481540, 0.478193], [-0.665799, 0.505137, 1.146906], [-0.921395, 0.842207, -0.662827], [0.264428, -2.796161, 1.203252], [2.026467, 0.135682, -1.964145], [2.785523, -1.270300, -1.582194], [3.782086, 0.148336, -1.140480], [1.474093, 1.444752, 1.735949], [1.573535, 2.065468, -0.006052], [2.937755, 1.860247, 0.801101]],
  "atomic_forces_ev_per_a": [[-1.7002, 2.0606, 0.3211], [1.8127, -0.2996, 1.1723], [1.0485, 2.0139, -0.6767], [0.3582, 0.4534, 0.7582], [0.8014, 0.7905, -0.6792], [-0.4748, -0.0241, -0.1501], [-0.9793, -2.4838, 0.9390], [0.0949, -2.2117, -0.8108], [1.3626, -0.1141, 1.6833], [1.2550, -0.6190, -0.8655], [-0.0705, -0.0053, 0.0132], [-0.6337, 0.0405, 0.0099], [-0.6142, -0.4819, -0.7048], [-0.0305, -0.5995, 0.2599], [-1.0194, -0.9506, -1.1786], [0.1597, -1.0453, 1.4843], [0.1399, -0.0807, 0.0588], [0.8498, 1.2004, -0.2907], [-0.1568, 1.2260, 1.5244], [-0.9024, 0.4855, -0.4166], [0.2118, -0.0431, -1.5249], [-1.6417, 1.3672, -1.1522], [0.1290, -0.6794, 0.2256]],
  "multiplicity": 1,
  "e_lumo_ev": 0.87,
  "smiles": "CCCC1=CC1=C(C)C",
  "e_homo_ev": -7.329,
  "de_lowest_kj_mol": 651.4,
  "orbital_gap_ev": 8.20
}

***

Entry 2:
{
  "formula": "C9H14",
  "method": "the ωB97M-V functional and the def2-TZVPD basis",
  "symbols": ["C", "C", "C", "C", "C", "C", "C", "H", "H", "H", "H", "H", "H", "H", "H", "C", "C", "H", "H", "H", "H", "H", "H"],
  "coordinates": [[2.563038, 1.224117, 0.382342], [1.722373, -0.027414, 0.522579], [0.866096, -0.142710, 1.616535], [0.035327, -1.247748, 1.704690], [0.021291, -2.205992, 0.684321], [0.901092, -2.116540, -0.369565], [1.748364, -1.010640, -0.448864], [1.915505, 2.057786, 0.127289], [3.273696, 1.119016, -0.430535], [3.112880, 1.414624, 1.311295], [0.809762, 0.659891, 2.339432], [-0.655372, -1.355198, 2.536073], [-0.747239, -2.957978, 0.820442], [0.970923, -2.907327, -1.115737], [2.455276, -0.915404, -1.265498], [-2.415052, 0.525546, -1.613316], [-2.340609, 1.573109, -0.494533], [-3.201921, -0.199506, -1.444449], [-2.578622, 1.017772, -2.568634], [-1.474771, -0.020279, -1.662025], [-3.219584, 2.222441, -0.505971], [-2.295939, 1.080015, 0.479148], [-1.466514, 2.212413, -0.605019]],
  "atomic_forces_ev_per_a": [[-0.0137, -0.5480, 0.1023], [0.1670, 0.7268, 0.0656], [-0.1862, -0.3951, -0.3245], [-0.1004, 0.2214, -0.2810], [-0.5481, 0.2355, 1.1312], [0.2954, -0.0974, -0.3182], [0.0278, -0.3683, 0.0474], [0.0012, 0.2809, 0.1896], [0.1891, -0.0252, -0.0667], [-0.1552, 0.1983, -0.2252], [0.1058, -0.0535, 0.1620], [0.0776, 0.0545, -0.0854], [0.3496, -0.4010, -0.4640], [-0.1805, 0.2496, 0.0746], [-0.0784, -0.0532, -0.0361], [0.3968, 0.4511, 0.2865], [-0.3215, -0.2803, -0.0811], [-0.2398, -0.0575, 0.0192], [-0.0370, -0.0948, -0.1683], [0.0636, -0.0959, -0.0893], [0.0236, -0.0579, 0.0548], [0.0788, 0.1323, -0.0070], [0.0845, -0.0224, 0.0135]],
  "multiplicity": 1,
  "e_lumo_ev": 1.03,
  "smiles": "Cc1ccccc1.CC",
  "e_homo_ev": -9.073,
  "de_lowest_kj_mol": 13.1,
  "orbital_gap_ev": 10.10
}

***

Entry 3:
{
  "formula": "C9H14",
  "method": "the ωB97M-V functional and the def2-TZVPD basis",
  "symbols": ["C", "C", "C", "C", "C", "C", "C", "H", "H", "H", "H", "H", "H", "H", "H", "C", "C", "H", "H", "H", "H", "H", "H"],
  "coordinates": [[-2.068522, -2.541444, 0.473825], [-1.750320, -1.067589, 0.602717], [-0.550911, -0.663301, 1.149037], [-0.450295, 0.689204, 1.494319], [-1.354772, 1.645851, 1.079834], [-2.488922, 1.203745, 0.364719], [-2.673587, -0.133813, 0.095715], [-2.840707, -2.704414, -0.280206], [-2.403344, -2.970477, 1.419033], [-1.237625, -3.180102, 0.161583], [0.269806, -1.299852, 1.445170], [0.455444, 1.099718, 1.935366], [-1.304798, 2.683390, 1.373043], [-3.129858, 1.978345, -0.029344], [-3.542749, -0.484229, -0.441334], [2.429103, 1.028220, -1.467198], [3.807452, 0.423565, -1.256925], [1.664373, 0.282911, -1.676640], [2.108872, 1.577278, -0.585250], [2.481939, 1.733502, -2.295488], [3.972753, 0.040707, -0.244115], [4.591034, 1.143180, -1.484210], [4.015630, -0.484391, -1.833657]],
  "atomic_forces_ev_per_a": [[0.0166, -0.2925, -0.4404], [-0.1822, -1.2643, -0.9872], [-0.4504, 1.5050, 0.9806], [1.2711, 0.8637, -0.6108], [-1.5325, -1.0893, -0.0792], [0.8978, 0.8876, -0.0499], [0.4379, -0.1287, 0.8496], [-0.1456, 0.0245, 0.1716], [-0.1773, 0.1710, 0.0579], [0.2519, 0.3594, 0.0392], [-0.2506, -0.4474, -0.0770], [0.0127, -0.4609, 0.2723], [0.3613, 0.0618, -0.0998], [-0.4122, -0.1615, -0.0330], [-0.0724, -0.0248, -0.0078], [0.1499, -0.0045, -0.0456], [0.4523, -0.8289, 0.3596], [-0.0129, -0.0297, -0.0391], [-0.0396, 0.1150, 0.0495], [-0.2635, -0.0304, -0.0805], [-0.1523, 0.4375, 0.1373], [0.0887, 0.0056, 0.1009], [-0.2486, 0.3318, -0.4679]],
  "multiplicity": 1,
  "e_lumo_ev": 1.02,
  "smiles": "Cc1ccccc1.CC",
  "e_homo_ev": -9.020,
  "de_lowest_kj_mol": 43.2,
  "orbital_gap_ev": 10.04
}

***

Entry 4:
{
  "formula": "C9H14",
  "method": "the ωB97M-V functional and the def2-TZVPD basis",
  "symbols": ["C", "C", "C", "C", "C", "C", "C", "H", "H", "H", "H", "H", "H", "H", "H", "C", "C", "H", "H", "H", "H", "H", "H"],
  "coordinates": [[-0.392647, 1.467724, -3.649595], [-0.210195, 1.453111, -2.164821], [-1.149533, 0.905494, -1.296080], [-0.945420, 0.903676, 0.082930], [0.243440, 1.369593, 0.615075], [1.212689, 1.871598, -0.251597], [0.985832, 1.922489, -1.613075], [-1.199228, 0.833283, -3.993691], [0.516724, 1.199444, -4.189199], [-0.620878, 2.476828, -4.002352], [-2.154958, 0.724329, -1.663025], [-1.790274, 0.643389, 0.702735], [0.515686, 1.303375, 1.660305], [2.183278, 2.179831, 0.107010], [1.724577, 2.314051, -2.302157], [-0.016797, -2.031979, 3.136326], [0.318887, -3.316603, 2.358617], [0.344980, -2.178414, 4.149755], [0.432331, -1.144587, 2.711421], [-1.089023, -1.857926, 3.186300], [-0.592847, -3.899718, 2.206623], [1.006097, -3.999636, 2.857783], [0.677281, -3.139351, 1.350711]],
  "atomic_forces_ev_per_a": [[-0.0462, 0.6074, -0.4152], [0.5228, -0.6041, 0.3569], [-0.4045, 1.1054, 0.0786], [-0.2614, 0.3110, -0.2152], [0.6984, -0.1396, -0.2341], [0.0838, -0.1908, -0.1745], [-0.4030, -0.1344, -0.3898], [-0.1419, -0.2334, 0.0635], [0.0357, -0.2132, 0.1739], [-0.1074, 0.0760, 0.0768], [0.1492, -0.5091, -0.1025], [0.1384, -0.3274, 0.2600], [-0.4344, 0.0617, 0.1220], [-0.0018, 0.1329, 0.2512], [0.1762, 0.0443, 0.1627], [0.2224, -0.6932, 0.1188], [-0.7931, -0.2673, -0.3705], [-0.0487, 0.3897, 0.2226], [0.2499, 0.1369, -0.0477], [-0.0614, -0.0225, -0.0283], [-0.0131, -0.0480, 0.0950], [0.1714, 0.3145, 0.0881], [0.2686, 0.2030, -0.0925]],
  "multiplicity": 1,
  "e_lumo_ev": 1.03,
  "smiles": "Cc1ccccc1.CC",
  "e_homo_ev": -9.030,
  "de_lowest_kj_mol": 35.7,
  "orbital_gap_ev": 10.06
}

***

Entry 5:
{
  "formula": "C9H14",
  "method": "the ωB97M-V functional and the def2-TZVPD basis",
  "symbols": ["C", "C", "C", "C", "C", "C", "C", "H", "H", "H", "H", "H", "H", "H", "H", "C", "C", "H", "H", "H", "H", "H", "H"],
  "coordinates": [[1.280617, 0.921817, 3.361343], [1.061985, 0.402077, 1.965156], [1.091612, -0.962428, 1.741035], [1.065927, -1.487908, 0.441355], [1.334570, -0.591873, -0.572642], [1.224937, 0.771178, -0.368411], [0.960194, 1.293662, 0.887714], [0.754655, 0.356705, 4.140735], [1.064023, 1.982840, 3.420241], [2.320036, 0.733802, 3.658824], [1.015402, -1.627384, 2.591185], [0.897347, -2.545678, 0.308317], [1.528656, -0.916946, -1.589630], [1.304374, 1.352745, -1.273907], [0.511793, 2.277048, 0.978684], [-2.161035, 0.341351, -2.011354], [-2.257434, -0.882973, -2.900848], [-1.636710, 0.205401, -1.062703], [-1.553833, 1.106344, -2.505979], [-3.106841, 0.774998, -1.689442], [-2.533931, -0.537765, -3.901704], [-2.892529, -1.663894, -2.488964], [-1.273813, -1.303120, -3.129006]],
  "atomic_forces_ev_per_a": [[-0.0208, -0.5595, 0.4144], [0.2243, 0.5465, 0.5107], [-0.6547, -0.4167, -0.5882], [0.5940, 0.5071, 1.0798], [-0.2724, -0.5235, -0.7885], [-0.0931, 0.0182, -0.2112], [-0.2718, -0.7979, -0.3771], [-0.4381, 0.2461, -0.2945], [-0.0113, 0.0906, 0.2256], [0.0608, 0.4132, -0.3439], [0.1188, -0.0522, 0.0712], [0.2972, -0.0793, -0.2594], [-0.1597, -0.1878, 0.0810], [-0.1546, 0.5355, 0.1444], [0.7801, 0.2605, 0.3160], [0.7179, 0.5073, 0.6845], [0.5642, 0.3963, -0.4524], [0.1053, -0.5535, -0.0416], [-0.3198, 0.1103, -0.0783], [-0.2503, -0.0246, -0.5104], [-0.7733, -0.3337, 0.1455], [-0.1418, 0.0222, -0.2924], [0.0992, -0.1252, 0.5648]],
  "multiplicity": 1,
  "e_lumo_ev": 1.02,
  "smiles": "Cc1ccccc1.CC",
  "e_homo_ev": -8.911,
  "de_lowest_kj_mol": 71.0,
  "orbital_gap_ev": 9.93
}

***

Entry 6:
{
  "formula": "C9H14",
  "method": "the ωB97M-V functional and the def2-TZVPD basis",
  "symbols": ["C", "C", "C", "C", "C", "C", "C", "H", "H", "H", "H", "H", "H", "H", "H", "C", "C", "H", "H", "H", "H", "H", "H"],
  "coordinates": [[-1.097428, -0.828553, -2.763236], [-1.236782, -0.534472, -1.311965], [-1.446754, 0.649548, -0.652420], [-1.304282, 0.712831, 0.740183], [-1.098611, -0.337098, 1.598144], [-1.014322, -1.565774, 0.949260], [-1.018201, -1.715103, -0.445498], [-1.312463, -1.864480, -2.950747], [-0.041319, -0.695815, -3.001739], [-1.825263, -0.220195, -3.250331], [-1.643855, 1.655956, -1.068206], [-1.135543, 1.734627, 1.082325], [-1.024157, -0.074129, 2.629868], [-0.932159, -2.509522, 1.482919], [-0.983757, -2.561118, -1.119174], [1.837923, 0.848168, 1.712744], [2.347062, 1.094402, 0.229312], [0.879736, 1.297325, 1.769883], [1.926800, -0.197953, 2.082903], [2.612047, 1.460846, 2.292087], [1.628872, 1.609900, -0.311488], [2.768042, 0.136608, -0.019805], [3.114414, 1.904000, 0.324982]],
  "atomic_forces_ev_per_a": [[0.0817, 0.4137, 0.8338], [0.5355, -2.7189, 2.4197], [0.1485, 0.9843, 0.2646], [0.4471, 1.3470, -0.2627], [-0.4402, 0.2609, -1.8717], [0.1521, -2.1818, -0.5900], [-0.9236, 3.6497, -0.9746], [-0.2615, -0.4502, -0.1579], [-0.2216, 0.4802, -0.6199], [0.0451, 0.5479, -1.1858], [0.2296, -0.9462, -0.5253], [-0.7215, -0.1315, 0.4208], [0.2023, -0.6968, 0.6060], [0.0948, 0.2228, 0.3532], [0.2872, -0.8794, 1.1976], [2.9712, 1.1648, -0.0972], [1.7165, 0.2270, 3.3814], [-0.7294, 0.0007, 0.7816], [-0.5023, 0.7696, -0.5162], [-1.4639, -0.9033, -0.0277], [-1.6928, -0.1797, -1.7134], [0.0567, 0.0931, -1.4151], [-0.0115, -1.0741, -0.3011]],
  "multiplicity": 1,
  "e_lumo_ev": 1.01,
  "smiles": "Cc1ccccc1.CC",
  "e_homo_ev": -8.871,
  "de_lowest_kj_mol": 179.8,
  "orbital_gap_ev": 9.88
}